(1)
The following is a quantum chemistry calculation of a cluster of 6 separate species, C2H16N2O4 in total in a non-equilibrium geometry, from the Open Molecules 2025 dataset.

The value obtained for the HOMO-LUMO gap (spin up / spin down) is 5.7657 / 5.0787 eV. The spin multiplicity is 2. The LUMO energy (spin up / spin down) is -7.82 / -8.00 eV. The charge is +1. Its expectation value of S² is 1.76. The energy above the lowest of the compared OMol25 structures with the same formula, charge and spin comes out at 686.4 kJ/mol.

Atoms and positions in Å:
C 2.549799 -0.252019 -0.153835
N 1.916663 -1.588686 -0.289311
C -0.775943 1.165096 -0.450884
N -0.319111 0.286767 0.590861
H 2.511529 -0.112915 0.988456
H 3.612707 -0.248365 -0.400586
H 1.785670 0.328733 -0.665035
H 2.481030 -2.416235 -0.074149
H -1.527635 1.872655 -0.104287
H 0.034344 1.865382 -0.761015
H -1.167146 -0.158456 1.046482
H 0.298291 -0.343634 0.055378
H -0.952990 0.619372 -1.388273
H -3.464030 -0.528167 2.035928
O -2.705707 -0.440901 1.424531
H -4.154981 -1.093452 -1.109524
H -3.292450 -0.345847 -0.100492
O -3.681520 -0.259098 -0.993861
H 0.656671 -1.457447 -3.126299
H 1.583108 -1.617724 -1.305611
O 0.730540 -0.788155 -2.419206
H 0.699247 1.341222 2.156076
H 1.700623 2.276480 2.949473
O 1.481284 1.895383 2.095181

Force components x, y, z for each atom (eV/Å):
C -0.7 -2.1 2.9
N -0.5 0.1 -1.7
C 0.9 2.4 0.9
N -1.8 -0.8 -3.1
H 0.0 0.6 -1.6
H -0.3 0.6 -0.7
H 1.4 1.1 -0.1
H -0.2 0.5 -0.1
H -0.6 -0.6 -0.2
H 0.1 -0.6 0.2
H 1.5 0.7 0.5
H 0.8 -0.9 1.5
H -0.4 -0.3 0.2
H 0.1 0.1 0.1
O -0.6 -0.3 0.8
H -0.1 0.1 -0.1
H -0.3 -0.1 -0.8
O 0.2 -0.1 0.3
H -0.1 0.1 -0.1
H 0.7 -0.6 1.5
O -0.2 0.0 -0.5
H 0.1 0.2 0.7
H -0.3 -0.1 0.2
O 0.3 0.1 -0.6

natural (NBO) population analysis, charges in e, atoms 1 to 5: number 1, C, carries -0.431; number 2, N, carries -0.790; number 3, C, carries -0.515; number 4, N, carries -0.381; number 5, H, carries 0.227


(2)
The following is a quantum chemistry calculation of a structure of composition C44H46N6O4P2S5SiV in a non-equilibrium geometry, from the Open Molecules 2025 dataset.

The value obtained for the HOMO-LUMO gap (spin up / spin down) is 4.7961 / 4.9615 eV. The spin multiplicity is 4. The LUMO energy (spin up / spin down) is 3.82 / 3.82 eV. The charge is -2. Its expectation value of S² is 3.76. The energy above the lowest of the compared OMol25 structures with the same formula, charge and spin comes out at 0.0 kJ/mol.

Atoms and positions in Å:
V 1.547263 0.848223 -0.811563
C 3.312242 3.561639 0.617832
C 2.637284 2.671117 1.619967
C 2.833877 2.907290 2.968492
C 2.174747 2.089564 3.883863
C 1.303364 1.138758 3.434228
C 1.045785 1.002648 2.035817
N 1.816292 1.719637 1.154869
N 0.094728 0.220243 1.531547
Si -1.372636 0.074439 2.327726
C -2.784159 0.034526 1.100356
C -1.566055 -1.451978 3.430494
C -2.457963 1.372679 4.472009
H 2.682148 4.435314 0.431079
H 3.491705 3.044948 -0.321572
H 4.274135 3.899971 1.004706
H 3.510166 3.689856 3.282696
H 2.344600 2.208352 4.950535
H 0.771345 0.499484 4.122650
H -3.328218 -0.912287 1.087283
H -2.419293 0.263111 0.101590
H -3.484656 0.833262 1.353741
H -1.641701 -2.356022 2.820980
H -2.476535 -1.390662 4.028764
H -0.718064 -1.586875 4.103540
H -2.527274 2.390249 4.864971
H -2.069495 0.727708 5.270388
H -3.478997 1.036220 4.242944
S 4.099345 0.458456 -0.369034
S 4.850847 -0.781290 -1.867109
S 4.194209 0.093177 -3.602785
S 2.116799 0.063741 -3.426253
O -0.743278 -0.350475 -2.070145
P -1.267383 -1.728067 -1.940158
C -0.798116 -2.602988 -0.413844
P 0.989442 -2.657690 -0.169560
O 1.671134 -1.429195 -0.615917
C 1.583061 -4.070941 -1.133275
C 2.417023 -3.733266 -2.197406
C 2.898917 -4.746649 -3.022322
C 2.561540 -6.065828 -2.777840
C 1.733692 -6.400467 -1.708942
C 1.243469 -5.398465 -0.889335
C 1.313488 -2.970254 1.575236
C 2.266267 -2.118128 2.131043
C 2.593442 -2.260553 3.473822
C 1.980496 -3.237236 4.242687
C 1.027514 -4.082339 3.686728
C 0.692619 -3.943488 2.348782
C -0.807770 -2.795408 -3.324109
C -1.059014 -4.165512 -3.332017
C -0.699113 -4.932893 -4.426157
C -0.089947 -4.321033 -5.517661
C 0.155133 -2.960118 -5.513224
C -0.204888 -2.185154 -4.415562
C -3.086324 -1.730195 -1.929454
C -3.685834 -0.559833 -2.382647
C -5.070551 -0.460493 -2.403194
C -5.850165 -1.523613 -1.973567
C -5.254493 -2.691032 -1.512616
C -3.871504 -2.788987 -1.487606
H -1.259552 -3.589861 -0.351003
H -1.179371 -1.966863 0.391783
H 2.665775 -2.692901 -2.374255
H 3.537499 -4.483376 -3.854577
H 2.941668 -6.847971 -3.424934
H 1.471846 -7.433920 -1.520877
H 0.596826 -5.664611 -0.060895
H 2.726363 -1.349375 1.518321
H 3.318402 -1.586163 3.908572
H 2.235056 -3.336215 5.291262
H 0.534134 -4.829815 4.293950
H -0.079017 -4.578363 1.930205
H -1.517587 -4.651139 -2.481068
H -0.873545 -6.001096 -4.419436
H 0.209794 -4.920597 -6.369035
H 0.656069 -2.486097 -6.347604
H 0.040121 -1.134389 -4.380319
H -3.064196 0.280416 -2.663440
H -5.530912 0.461623 -2.732160
H -6.930064 -1.436886 -1.978936
H -5.862354 -3.513793 -1.159559
H -3.415674 -3.695651 -1.109954
N 0.102755 7.992585 3.138128
C -0.383134 6.886391 2.394380
C 0.122310 5.610812 2.625802
C -0.363825 4.523312 1.919610
C -1.354703 4.706274 0.965588
C -1.878270 5.967388 0.744671
C -1.393509 7.057161 1.456567
S -2.014971 3.289565 0.073539
O -1.639962 1.376701 3.353583
O -2.944212 3.900123 -0.937526
N -0.646840 2.656200 -0.516533
C 0.163577 3.388169 -1.301697
N -0.104408 4.648495 -1.699792
C 0.740082 5.196521 -2.548083
C 1.869766 4.563115 -3.049230
C 2.112050 3.299770 -2.543599
N 1.303453 2.735360 -1.660830
H 1.052532 7.837859 3.451691
H 0.065891 8.851535 2.604564
H 0.915214 5.461418 3.349667
H 0.040645 3.539345 2.102478
H -2.635601 6.075133 -0.018837
H -1.790518 8.050733 1.273096
H 0.507823 6.215685 -2.852538
H 2.531656 5.024548 -3.765426
H 2.986221 2.707653 -2.811814

Force components x, y, z for each atom (eV/Å):
V 0.6 -1.1 -0.4
C 0.1 0.0 -0.1
C 0.1 0.1 -0.2
C 0.0 0.0 0.0
C 0.0 0.0 0.1
C 0.1 0.1 0.0
C 0.1 0.0 0.1
N -0.3 -0.1 0.6
N 0.0 0.0 0.0
Si -0.2 0.0 0.0
C -0.1 0.0 0.1
C 0.0 -0.1 -0.1
C -0.2 0.0 0.1
H 0.0 0.0 -0.1
H 0.0 0.0 0.1
H 0.0 0.1 0.0
H 0.0 0.0 0.0
H 0.0 0.0 0.0
H 0.0 -0.1 0.0
H -0.1 -0.1 0.0
H 0.1 0.0 -0.1
H -0.1 0.0 0.0
H 0.0 0.0 0.0
H -0.1 0.0 0.1
H 0.1 0.0 0.0
H 0.0 0.0 0.0
H 0.0 0.0 0.0
H 0.0 0.0 0.0
S 0.2 0.0 -0.3
S -0.2 0.1 0.3
S -0.3 0.2 0.0
S 0.2 -0.1 0.0
O -0.1 -0.1 0.1
P 0.0 0.2 -0.1
C -0.2 0.2 0.2
P 0.2 0.0 0.0
O -0.1 0.3 0.0
C 0.0 0.3 0.0
C -0.1 -0.3 -0.1
C 0.0 0.2 0.1
C 0.0 -0.2 0.0
C 0.1 0.1 -0.1
C 0.0 0.0 0.0
C 0.0 0.0 -0.2
C -0.1 -0.1 0.2
C 0.0 0.1 -0.2
C 0.0 -0.1 0.1
C 0.1 0.1 -0.1
C 0.0 0.0 0.1
C -0.1 0.0 0.2
C 0.1 -0.1 -0.1
C 0.0 0.1 0.0
C 0.0 -0.1 -0.1
C 0.0 0.1 0.0
C 0.1 -0.2 -0.1
C 0.2 0.0 0.0
C -0.2 0.0 0.1
C 0.1 0.0 0.0
C -0.1 0.0 0.0
C 0.1 0.1 0.0
C -0.1 0.0 -0.1
H 0.0 0.0 0.0
H -0.1 0.0 0.0
H 0.0 0.1 0.0
H 0.0 0.0 0.0
H 0.0 0.0 0.0
H 0.0 0.0 0.0
H 0.0 0.0 0.1
H 0.0 0.0 0.0
H 0.0 0.0 0.0
H 0.0 0.0 0.0
H 0.0 0.0 0.0
H 0.0 0.0 -0.1
H 0.0 0.0 0.1
H 0.0 0.0 0.0
H 0.0 0.0 0.0
H 0.0 0.0 0.0
H 0.0 0.1 0.0
H 0.1 0.0 0.0
H 0.0 0.0 0.0
H 0.0 0.0 0.0
H 0.0 0.0 0.0
H 0.0 0.0 0.0
N 0.1 0.1 0.0
C 0.1 0.0 0.0
C 0.0 0.0 0.0
C -0.1 0.1 0.0
C -0.1 0.2 0.1
C 0.1 0.0 0.1
C -0.1 0.0 -0.1
S -0.5 0.1 -0.1
O 0.3 0.0 -0.2
O 0.1 -0.2 0.2
N 0.4 0.2 -0.6
C -0.3 -0.4 0.4
N 0.0 0.2 0.0
C 0.1 0.1 -0.1
C 0.0 0.0 0.0
C 0.3 -0.2 0.1
N 0.0 0.4 -0.3
H -0.1 0.0 0.0
H 0.0 -0.1 0.0
H 0.0 0.0 0.0
H 0.0 -0.2 0.0
H -0.1 0.0 -0.1
H 0.0 0.0 0.0
H 0.0 0.0 0.0
H 0.0 0.0 0.0
H -0.1 0.1 0.0

Mulliken population analysis, charges in e, atoms 1 to 5: number 1, V, carries 0.526; number 2, C, carries -1.527; number 3, C, carries 0.307; number 4, C, carries -1.114; number 5, C, carries -1.153